Here is a 2-piece molecular cluster, C2H3F2IO overall from the Open Molecules 2025 dataset. Energies are from ωB97M-V/def2-TZVPD.

Energy relative to the best compared isomer or geometry (same formula, charge and spin) ... 63.8 kcal/mol
E_tot ... -650.58094 hartree
HOMO-LUMO gap ... 9.590 eV
Total charge ... 0

Structure (XYZ):
```
9
Properties=species:S:1:pos:R:3:forces:R:3
C -0.647368 -0.812047 0.060441 -0.47 2.49 2.09
C -0.027581 0.549899 0.030541 3.75 1.30 -0.88
O 1.887126 -0.070825 -0.387834 -3.71 1.97 1.13
F -0.320191 1.452051 -0.910561 0.06 -1.59 0.45
F 0.179887 1.284233 1.137470 -0.55 -1.47 -0.57
I -2.824043 -0.700274 -0.127832 0.96 -0.15 0.30
H -0.252958 -1.266127 -0.770559 0.61 -1.44 -1.89
H -0.223247 -1.210903 0.991780 -0.75 -0.41 -0.30
H 2.228372 0.773994 -0.023450 0.10 -0.70 -0.34
```
Forces are in eV/Å.